Entry from the Open Molecules 2025 dataset: a cluster of 8 separate species, C29H58Cl2O17 in total (ωB97M-V with the def2-TZVPD basis set).

As for the orbital gap: 10.4 eV. The calculation puts the energy above the lowest of the compared OMol25 structures with the same formula, charge and spin at 191.2 kJ/mol.

ORCA input file:
```
! RIJCOSX wB97M-V def2-TZVPD def2/J DEFGRID3
* xyz 0 1
C 0.25281 6.74625 -3.53586
C 0.06074 5.33453 -4.13761
O -0.17726 4.46851 -2.95963
C -0.63888 3.18525 -3.03786
O -0.90018 2.54078 -2.02801
O -0.87104 2.77794 -4.29795
C -1.29503 1.48175 -4.55382
H -0.47234 6.95383 -2.74899
H 0.15028 7.56647 -4.24637
H 1.23424 6.83089 -3.06925
H 1.01953 5.14407 -4.61985
H -0.64251 5.19856 -4.95922
H -1.18884 1.30805 -5.62464
H -2.28553 1.26587 -4.15332
H -0.60927 0.78113 -4.07741
C 4.28698 -4.78774 -3.12947
C 2.78714 -5.23617 -3.23677
O 1.98152 -4.44633 -4.13257
C 2.11420 -4.61786 -5.47180
O 2.86993 -5.42788 -6.07274
O 1.25552 -3.78347 -6.04151
C 1.29285 -3.48984 -7.43848
H 4.40810 -3.83665 -2.61096
H 4.68397 -4.59253 -4.12566
H 4.90497 -5.55815 -2.66832
H 2.34599 -5.10918 -2.24815
H 2.62357 -6.28005 -3.50444
H 2.29092 -3.10412 -7.64626
H 0.72163 -2.59250 -7.67634
H 1.01427 -4.36355 -8.02766
C -4.53896 -2.91660 -0.62797
C -5.90637 -3.02535 -1.14400
O -5.79581 -3.74689 -2.34573
C -6.91181 -4.45264 -2.68994
O -8.06970 -4.33169 -2.15682
O -6.56083 -5.46860 -3.51469
C -7.64301 -6.41928 -3.83535
H -4.03460 -3.87642 -0.51642
H -4.60241 -2.57223 0.40425
H -3.87573 -2.21019 -1.12717
H -6.21865 -2.02549 -1.44543
H -6.56682 -3.46717 -0.39787
H -7.31805 -7.09393 -4.62740
H -8.45936 -5.80269 -4.21152
H -8.00886 -6.94130 -2.95117
C 5.01101 8.36512 1.92529
C 3.66613 9.07448 1.67848
O 2.66985 8.08656 1.67961
C 2.39998 7.42206 2.82443
C 1.46912 6.25514 2.64251
O 2.73093 7.73569 3.90990
H 5.29672 8.44441 2.97418
H 5.78293 8.97640 1.45777
H 5.04708 7.31748 1.62654
H 3.47133 9.84556 2.42387
H 3.55583 9.50662 0.68389
H 2.11775 5.52956 2.15168
H 0.53275 6.52062 2.15177
H 1.19151 5.88659 3.63004
C 4.13458 1.80968 -6.58093
C 4.02351 1.11005 -5.21724
O 4.24847 2.10290 -4.17742
C 4.53629 1.67640 -2.91842
C 4.76211 2.81483 -1.90758
O 4.44657 0.50582 -2.52232
H 5.11039 2.20100 -6.86861
H 3.37481 2.59121 -6.58894
H 4.00356 1.10329 -7.40066
H 3.03186 0.67255 -5.10177
H 4.71654 0.27680 -5.10102
H 5.34132 3.68265 -2.22303
H 5.30977 2.40237 -1.06021
H 3.78478 3.01506 -1.46844
C -0.71574 -6.70308 6.09885
C -1.67442 -6.45379 4.90391
O -2.91632 -7.10818 5.19134
C -4.05031 -6.73038 4.60077
C -5.30357 -7.36743 5.24023
O -4.13652 -5.86731 3.76998
H -0.66730 -7.74633 6.41094
H -1.10704 -6.17536 6.96862
H 0.30327 -6.35001 5.94062
H -1.80324 -5.40569 4.63371
H -1.26290 -6.83249 3.96832
H -5.58984 -6.98275 6.21910
H -5.15904 -8.41325 5.51126
H -6.08552 -7.37981 4.48095
C 0.46896 3.95302 8.61629
C -0.16959 2.60326 8.62887
O -1.08997 2.65749 7.56829
C -1.40209 1.50540 6.89598
C -2.46227 1.80825 5.77782
O -0.86248 0.42075 6.99800
H 1.15921 4.16680 9.43235
H -0.27426 4.74026 8.74269
H 1.00056 3.96055 7.66474
H 0.58317 1.81495 8.63437
H -0.71733 2.45576 9.55963
H -2.98117 0.89184 5.49670
H -2.02124 2.37346 4.95675
H -3.24485 2.44801 6.18572
Cl 2.31805 0.09517 3.26210
C 1.45733 -0.99724 2.16852
Cl 1.91476 -2.71160 2.55083
H 0.40465 -0.90466 2.43572
H 1.61224 -0.70361 1.13030
*
```